# 1
The following is a DFT calculation (wB97M-V/def2-TZVPD) of one molecule with the formula C2H6N2O2 in a non-equilibrium geometry.

```
12
Properties=species:S:1:pos:R:3:mulliken_charge:R:1
C -2.44 0.43 0.08 -0.210
N -1.47 -0.28 0.42 -0.287
O -0.20 -0.42 -0.69 -0.419
C 0.83 -0.12 0.15 0.412
N 1.87 -1.09 0.21 -0.550
O 1.31 1.19 0.05 -0.505
H -2.97 1.00 0.84 0.263
H -2.75 0.54 -0.96 0.284
H 0.24 -0.14 1.16 0.239
H 2.75 -0.70 -0.11 0.256
H 1.72 -1.93 -0.33 0.228
H 1.12 1.52 -0.84 0.288
```

The calculation puts the relative energy (zero: lowest compared OMol25 entry of this formula, charge and spin) at 109.68 kcal/mol. The value obtained for the largest force on an atom is 4.20 eV/A. Its frontier orbital gap is 9.03 eV. The highest occupied orbital energy comes out at -9.18 eV. Its SMILES is C=NO[C@@H](N)O.



# 2
The following is a DFT calculation (wB97M-V/def2-TZVPD) of a 2-piece molecular cluster, C2H6N2O2 overall in a non-equilibrium geometry.

```
12
Properties=species:S:1:pos:R:3:mulliken_charge:R:1
H 0.14 1.40 1.88 0.236
N -0.20 1.37 0.90 -0.764
N -0.39 0.27 0.39 0.995
C -1.10 0.43 -0.87 -0.703
O -0.02 -0.83 0.80 -0.623
H -0.40 -0.13 -1.54 0.301
H -2.06 -0.06 -0.79 0.307
H -1.19 1.58 -1.12 0.250
C 2.83 -0.11 -0.09 -0.019
O 2.62 0.68 -0.95 -0.364
H 3.92 -0.68 -0.09 0.215
H 2.12 -0.37 0.76 0.168
```

The calculation puts the relative energy (zero: lowest compared OMol25 entry of this formula, charge and spin) at 115.23 kcal/mol. The value obtained for the largest force on an atom is 3.83 eV/A. Its frontier orbital gap is 10.54 eV. The highest occupied orbital energy comes out at -9.75 eV. Its SMILES is [H]/N=[N+](/C)[O-].C=O.



# 3
The following is a DFT calculation (wB97M-V/def2-TZVPD) of one molecule with the formula C2H6N2O2 in a non-equilibrium geometry.

```
12
Properties=species:S:1:pos:R:3:mulliken_charge:R:1
C 1.75 0.33 -0.07 -0.729
N 0.79 -0.70 -0.35 -0.527
C -0.81 0.04 -0.46 0.577
O -1.30 0.45 -1.45 -0.467
N -1.09 -0.37 0.74 -0.099
O -2.65 0.17 0.97 -0.492
H 2.74 -0.01 -0.41 0.362
H 1.82 0.50 1.01 0.213
H 1.53 1.29 -0.55 0.287
H 0.92 -1.16 -1.25 0.264
H -0.59 -0.32 1.61 0.290
H -3.12 -0.21 0.20 0.321
```

The calculation puts the relative energy (zero: lowest compared OMol25 entry of this formula, charge and spin) at 108.81 kcal/mol. The value obtained for the largest force on an atom is 7.15 eV/A. Its frontier orbital gap is 9.83 eV. The highest occupied orbital energy comes out at -9.26 eV. Its SMILES is CNC(=O)NO.



# 4
The following is a DFT calculation (wB97M-V/def2-TZVPD) of a 2-piece molecular cluster, C2H6N2O2 overall in a non-equilibrium geometry.

```
12
Properties=species:S:1:pos:R:3:mulliken_charge:R:1
O -1.04 -1.50 -0.43 -0.517
C -0.65 -2.54 0.22 0.391
O 0.27 -2.63 0.99 -0.268
H -1.31 -3.43 0.02 0.374
N 0.47 0.28 0.44 -0.231
C 0.58 1.55 0.20 0.197
N -0.11 2.16 -0.76 -0.339
H -0.12 -0.41 -0.17 0.261
H 1.05 -0.23 1.09 0.245
H 1.22 2.12 0.86 0.360
H 0.25 3.05 -1.05 0.277
H -0.61 1.57 -1.42 0.251
```

The calculation puts the relative energy (zero: lowest compared OMol25 entry of this formula, charge and spin) at 11.98 kcal/mol. As for the spin multiplicity: 2. The value obtained for the largest force on an atom is 3.95 eV/A. Its expectation value of S² is 0.76. Its frontier orbital gap (alpha / beta) is 12.30 / 6.63 eV. The highest occupied orbital energy (alpha / beta) comes out at -15.84 / -15.53 eV. Its charge is +1.